2 unconnected molecules or ions with the total composition C5H14NO at a distorted geometry, computed with the ωB97M-V functional and the def2-TZVPD basis.

## Properties
LUMO in eV: 4.295

Geometry as ORCA input:
```
! RIJCOSX wB97M-V def2-TZVPD def2/J DEFGRID3
* xyz -1 1
C 2.1859 -0.8732 -0.8260
O 1.1898 -0.0100 -0.4475
C 1.9312 -2.3330 -0.4612
H 3.1333 -0.6047 -0.3014
H 2.4844 -0.7471 -1.8877
H 2.7484 -2.9596 -0.8356
H 1.0021 -2.7259 -0.8785
H 1.8918 -2.4167 0.6268
C -1.6032 0.5322 -0.9242
C -1.6857 1.0877 0.5156
C -1.5399 -0.0971 1.4950
N -0.5933 2.0115 0.7573
H -2.2636 -0.3245 -1.1389
H -1.7394 1.2848 -1.7000
H -0.5490 0.0578 -0.9506
H -2.6512 1.5848 0.7046
H -1.2468 0.2808 2.4740
H -2.4383 -0.7134 1.5459
H -0.7261 -0.7053 1.0821
H -0.4856 2.6488 -0.0201
H 0.2669 1.4626 0.8170
*
```

A single C3H7NO2S molecule at a distorted geometry, computed with the ωB97M-V functional and the def2-TZVPD basis.

## Properties
LUMO in eV: 0.692

Geometry as ORCA input:
```
! RIJCOSX wB97M-V def2-TZVPD def2/J DEFGRID3
* xyz 0 1
C -0.4516 0.8156 -0.0892
C -1.0825 -0.5605 0.2217
S -2.6303 -0.5042 1.2195
N 0.9997 0.7988 0.2185
C 1.7811 0.3085 -0.7639
O 2.7905 -0.5630 -0.3925
O 1.5541 0.3908 -1.9576
H -0.8424 1.5897 0.5567
H -0.6033 1.0280 -1.1364
H -1.2627 -1.0899 -0.7168
H -0.3409 -1.2014 0.7019
H -2.3741 0.7668 1.5972
H 1.3392 0.5619 1.1402
H 3.0984 -0.8768 -1.2668
*
```

A molecular structure, C3H10N2 at a distorted geometry, computed with the ωB97M-V functional and the def2-TZVPD basis.

## Properties
LUMO in eV: -0.063

Geometry as ORCA input:
```
! RIJCOSX wB97M-V def2-TZVPD def2/J DEFGRID3
* xyz 0 1
N 1.2426 0.7466 -1.0330
C 1.3082 -0.2015 0.6079
C -0.0450 -0.8915 0.8076
C -1.2157 0.0510 0.5235
N -1.5265 0.3203 -0.8494
H 1.7112 1.0083 -1.8637
H -0.6823 0.7785 -1.2376
H 2.1170 -0.8123 1.1578
H 1.8897 -0.1640 -0.4250
H -0.0680 -1.1869 1.9116
H -0.0872 -1.7938 0.1590
H -2.0507 -0.3001 1.0954
H -0.9391 1.0298 1.0034
H 1.3167 0.7434 1.1357
H -1.5043 -0.5183 -1.3939
*
```

A molecular structure, H28KrO14 at a distorted geometry, computed with the ωB97M-V functional and the def2-TZVPD basis.

## Properties
LUMO in eV: -0.258

Geometry as ORCA input:
```
! RIJCOSX wB97M-V def2-TZVPD def2/J DEFGRID3
* xyz 0 1
Kr -0.0886 0.1711 -0.0033
O -0.6880 -3.0472 2.0068
H -1.1831 -2.8070 1.2237
H 0.2226 -3.0819 1.7138
O 3.0811 -0.0949 1.6821
H 2.4752 -0.8081 1.4809
H 3.3434 -0.2516 2.5892
O 0.3758 2.7665 -1.9812
H 1.2446 2.5520 -1.6414
H 0.4861 3.6195 -2.4013
O -3.3314 1.0303 2.8544
H -2.6192 0.3957 2.9345
H -4.0515 0.5349 2.4641
O 3.4562 -1.5291 -2.2022
H 2.5126 -1.6536 -2.3042
H 3.6640 -0.7902 -2.7740
O 1.8512 -2.5791 0.7864
H 2.5898 -2.9632 1.2589
H 2.1613 -2.4940 -0.1152
O -0.9541 0.4999 -3.7043
H -0.4590 -0.1692 -4.1770
H -0.2859 1.0363 -3.2777
O -1.9278 2.9032 1.2590
H -2.2931 2.8031 0.3799
H -2.3679 2.2312 1.7796
O 0.6349 -2.5655 -2.2125
H 0.7184 -2.3315 -3.1368
H -0.1742 -2.1397 -1.9293
O 0.7511 3.1341 1.5549
H 1.1840 2.7013 0.8190
H -0.1829 2.9914 1.4016
O 2.6266 1.7391 -0.5400
H 2.9649 1.0902 0.0770
H 3.2990 2.4198 -0.5653
O -2.4659 -2.6260 -0.1786
H -3.1270 -3.2117 0.1902
H -2.3808 -2.9040 -1.0906
O -1.2889 -0.9959 3.7494
H -1.4238 -1.7557 3.1832
H -1.8380 -1.1663 4.5147
O -2.3414 2.3247 -1.5609
H -2.7643 2.5790 -2.3811
H -1.4060 2.4422 -1.7267
*
```

A molecular structure, C43H64BrGeN3O2PSi3W at a distorted geometry, computed with the ωB97M-V functional and the def2-TZVPD basis.

## Properties
⟨S²⟩: 0.795
LUMO (spin up / spin down) in eV: -6.901 / -8.556

Geometry as ORCA input:
```
! RIJCOSX wB97M-V def2-TZVPD def2/J DEFGRID3
* xyz 2 2
W 0.0015 0.1860 0.5982
N 2.4885 3.0647 2.5072
C 1.8498 2.4643 1.4939
O 0.9385 1.5791 1.7095
C 2.1172 2.8031 0.0704
C 1.5694 1.6762 -0.8194
H 2.2696 2.8147 3.4586
H 3.2334 3.7170 2.3329
H 3.1781 3.0041 -0.0875
H 1.5990 3.7400 -0.1381
H 2.4049 1.1107 -1.2331
H 1.0957 2.1237 -1.6824
C -2.6657 -4.0797 -2.3227
C -1.7100 -3.3658 -1.4263
C -1.0346 -4.0164 -0.4027
C -0.1772 -3.2722 0.4173
C 0.0514 -1.9295 0.1596
Br 0.4124 -0.9033 2.9989
N -0.6369 -1.2855 -0.8212
C -1.4956 -2.0021 -1.5984
H -2.6084 -5.1537 -2.1629
H -2.4455 -3.8542 -3.3648
H -3.6870 -3.7511 -2.1293
H -1.1785 -5.0682 -0.2249
H 0.3259 -3.7609 1.2399
H -2.0113 -1.4709 -2.3755
C -0.5819 2.5122 -4.1426
Si -0.9835 1.1230 -2.8980
C -2.4867 0.3327 -3.7927
C 0.5323 -0.0481 -3.1932
C -1.3048 1.7424 -1.0489
Si -1.0732 3.6810 -0.9225
C 0.2884 4.6379 -1.8976
C -0.8978 4.1640 0.9302
C -2.6155 4.5813 -1.6060
Si -3.1219 1.4491 -0.4684
C -3.8726 2.4414 0.9888
C -4.4471 1.7641 -1.8122
C -3.2657 -0.3378 0.1695
C -4.3933 -1.1064 -0.0558
C -4.5692 -2.3330 0.5706
C -3.5904 -2.7232 1.4734
C -2.4871 -1.9219 1.6619
N -2.2726 -0.7432 1.0158
H -0.5870 2.0597 -5.1291
H 0.3845 2.9821 -4.0221
H -1.3336 3.2898 -4.1496
H -3.0038 1.0986 -4.3629
H -3.2271 -0.1372 -3.1587
H -2.1446 -0.4059 -4.5140
H 0.2653 -0.8212 -3.9071
H 0.9310 -0.5586 -2.3147
H 1.3502 0.5051 -3.6439
H 1.1724 4.0967 -2.2092
H 0.6200 5.4925 -1.3131
H -0.1489 5.0480 -2.8015
H -0.8452 3.2902 1.5754
H -1.7594 4.7431 1.2487
H -0.0268 4.7817 1.1305
H -2.7581 4.3693 -2.6592
H -2.4598 5.6521 -1.5148
H -3.5391 4.3386 -1.0994
H -3.8922 3.5112 0.8146
H -3.3265 2.2702 1.9020
H -4.8995 2.1201 1.1567
H -4.0617 2.3687 -2.6186
H -5.2779 2.3022 -1.3711
H -4.8495 0.8605 -2.2477
H -5.1489 -0.7287 -0.7240
H -5.4351 -2.9451 0.3829
H -3.6803 -3.6392 2.0360
H -1.7490 -2.2284 2.3892
C 4.2301 0.5967 0.7832
Ge 2.7013 -0.7677 0.5912
C 3.6267 -1.8364 2.0807
C 3.7380 -1.2008 3.3117
C 4.6016 -1.6683 4.2822
C 5.3720 -2.7908 4.0308
C 5.2680 -3.4316 2.8089
C 4.3953 -2.9641 1.8360
C 3.2773 -1.5388 -1.2263
C 3.9673 -0.7146 -2.0922
C 4.3033 -1.0974 -3.3935
C 3.9004 -2.3128 -3.8759
C 3.2414 -3.2203 -3.0260
C 2.9068 -4.5168 -3.4711
C 2.3389 -5.4294 -2.6221
C 2.1059 -5.0847 -1.2866
C 2.4087 -3.8257 -0.8333
C 2.9542 -2.8455 -1.6825
H 5.1266 -0.0196 0.7703
H 4.2097 1.0954 1.7464
H 4.3442 1.3449 0.0101
H 3.1456 -0.3232 3.5302
H 4.6754 -1.1553 5.2297
H 6.0494 -3.1611 4.7836
H 5.8730 -4.2993 2.6004
H 4.3458 -3.4716 0.8846
H 4.2986 0.2588 -1.7694
H 4.8702 -0.4204 -4.0141
H 4.1056 -2.6019 -4.8947
H 3.1393 -4.7851 -4.4906
H 2.1030 -6.4244 -2.9668
H 1.7035 -5.8225 -0.6081
H 2.2752 -3.5715 0.2071
C -0.5060 1.4631 5.1088
P -1.8881 1.4278 3.9127
C -2.9759 0.0324 4.3417
C -2.8236 2.9500 4.3105
O -1.4297 1.3718 2.4624
H -0.6502 2.2830 5.8044
H 0.4350 1.5862 4.5829
H -0.4606 0.5310 5.6640
H -3.3660 0.1823 5.3421
H -2.4223 -0.9007 4.3218
H -3.8013 -0.0225 3.6359
H -3.0429 2.9520 5.3741
H -3.7665 3.0228 3.7783
H -2.2165 3.8246 4.0823
*
```